# 1
Density functional theory data (ωB97M-V/def2-TZVPD) for a molecular structure, C5H4NO5Pr in a non-equilibrium geometry.

Structure (ORCA input):
```
! wB97M-V def2-TZVPD RIJCOSX def2/J DEFGRID3
* xyz 2 3
C -0.65 1.11 2.06
O -0.65 -2.20 -0.27
H 0.66 -1.41 2.43
H -0.41 -0.56 -1.65
N 1.29 -0.91 1.81
C -2.91 0.26 -0.50
O 3.13 -0.08 -0.51
Pr -0.32 1.35 -0.31
C 2.12 0.44 -0.58
C -0.43 2.08 -3.73
H 1.86 -1.63 1.34
C -0.57 -1.07 -0.58
O -0.44 2.57 -4.76
O -3.86 -0.35 -0.30
H 1.94 -0.39 2.41
O -0.78 0.78 3.15
*
```

Properties
- ⟨S²⟩: 2.280
- HOMO (alpha / beta): -0.605 / -0.610 hartree
- Energy: -1140.15781 Eh

Which charges does Löwdin predict for the atoms? In e, they are:
1 C -0.0613
2 O 0.1520
3 H 0.0599
4 H 0.0693
5 N 0.0576
6 C 0.0380
7 O 0.2009
8 Pr 1.1064
9 C -0.0038
10 C 0.0523
11 H 0.0770
12 C -0.3538
13 O 0.1189
14 O 0.2005
15 H 0.0683
16 O 0.2181


# 2
Density functional theory data (ωB97M-V/def2-TZVPD) for a molecular structure, C15H31ClMgO4P2 in a non-equilibrium geometry.

Structure (ORCA input):
```
! wB97M-V def2-TZVPD RIJCOSX def2/J DEFGRID3
* xyz 0 1
C -0.94 0.70 0.93
H 0.63 -0.02 -1.15
H -0.79 -1.09 -3.59
H 1.67 2.29 -3.06
O -0.33 -4.81 5.22
H -2.91 1.27 -3.93
O -2.62 -5.65 5.26
C -0.48 2.57 -2.73
P 1.44 2.07 -0.64
H -0.30 -2.85 -1.17
H 0.88 3.18 1.44
H 1.70 -1.87 1.04
H -3.39 1.94 -2.33
C 0.29 0.36 1.70
H 2.43 0.82 1.46
H 1.20 4.32 0.10
O 0.11 -2.64 3.17
C -0.49 -0.04 -3.67
Mg -0.69 -2.09 1.68
H -0.91 0.41 -4.58
H 1.47 -1.40 -1.78
H 1.84 -3.24 4.10
C 0.90 -1.07 -0.89
H -1.12 3.35 -2.28
C 1.82 -1.01 0.35
C 0.99 2.76 -2.32
H 3.76 2.02 -1.33
H -1.42 1.59 1.38
C 0.70 3.39 0.38
H -0.59 2.65 -3.82
H -3.47 0.18 -2.62
H 0.66 -2.11 5.07
H 3.60 2.18 0.44
H 2.88 -1.05 0.00
H -0.39 3.48 0.22
C 1.54 0.29 1.08
H -0.57 1.10 -0.04
H 0.07 -4.01 4.70
H -2.39 -0.95 1.40
H -2.46 -1.52 -1.31
C -0.38 -1.83 -0.76
Cl -1.58 -5.43 4.27
H -2.94 0.25 0.25
C -2.04 -0.34 0.51
C 3.21 2.52 -0.52
H 0.21 0.48 2.79
H 1.24 3.83 -2.28
O -1.02 -6.67 3.78
C -2.92 1.10 -2.85
C 0.87 -2.75 4.20
C -1.61 -1.17 -0.71
H 3.30 3.61 -0.61
P -1.21 0.92 -2.28
H 0.61 0.02 -3.69
*
```

Properties
- HOMO (alpha / beta): -0.249 / -0.197 hartree
- Energy: -2233.58383 Eh

Which charges does natural (NBO) predict for the atoms? In e, they are:
1 C -0.5126
2 H 0.2427
3 H 0.2433
4 H 0.2282
5 O -0.7945
6 H 0.2159
7 O -0.7832
8 C -0.7320
9 P 1.0172
10 H 0.2177
11 H 0.2473
12 H 0.2090
13 H 0.2368
14 C -0.5310
15 H 0.1903
16 H 0.2200
17 O -1.0002
18 C -0.9568
19 Mg 1.4988
20 H 0.2128
21 H 0.2109
22 H 0.1548
23 C -0.5035
24 H 0.2246
25 C -0.4571
26 C -0.7099
27 H 0.2419
28 H 0.2163
29 C -0.9649
30 H 0.2168
31 H 0.2394
32 H 0.1517
33 H 0.2370
34 H 0.2071
35 H 0.2399
36 C -0.0996
37 H 0.2560
38 H 0.4502
39 H 0.1209
40 H 0.1976
41 C -0.5736
42 Cl 1.8102
43 H 0.2396
44 C -0.4940
45 C -0.9566
46 H 0.2178
47 H 0.2223
48 O -0.7845
49 C -0.9581
50 C -0.1406
51 C -0.2647
52 H 0.2210
53 P 0.9270
54 H 0.2347


# 3
Density functional theory data (ωB97M-V/def2-TZVPD) for a molecular structure, H39O20 in a non-equilibrium geometry.

Structure (ORCA input):
```
! wB97M-V def2-TZVPD RIJCOSX def2/J DEFGRID3
* xyz -1 1
H -0.54 -3.49 -0.62
H 0.25 1.98 0.71
O 3.23 0.81 0.94
H -0.23 1.46 -4.40
H 1.02 -3.87 2.02
H -1.98 -0.61 4.40
O 1.83 -1.05 5.08
H -1.60 -0.56 -2.89
H -3.56 -3.90 -0.12
O 1.14 -0.76 -3.19
O -2.66 1.04 1.81
H 3.15 -2.61 1.30
H -0.41 2.80 -4.02
O 1.21 -4.74 2.35
H 2.43 0.40 0.62
O 2.62 -3.20 -3.21
H -2.28 0.88 0.91
H 2.41 -2.25 -3.24
H 0.81 0.02 -3.66
O -0.02 2.33 -4.77
H -1.54 4.63 0.57
H -1.56 0.80 -1.81
O -0.26 -0.72 1.40
O -2.81 2.27 -3.69
H 1.82 -1.05 4.10
H -0.67 -0.77 0.53
H -2.16 1.93 -0.47
H -1.98 1.74 -3.65
H -0.20 1.27 -0.52
H -2.79 3.27 2.51
O 3.23 -0.11 -1.67
H 3.34 2.70 0.82
H 1.47 -1.94 5.07
O 3.65 3.51 1.25
H -2.98 2.23 -2.74
H 3.48 -3.30 -3.62
H 3.77 0.95 0.16
H -3.50 0.64 2.04
H -0.89 -0.16 1.89
H 3.21 -1.04 1.39
H -4.95 -3.87 -0.60
O -4.46 -3.91 0.23
H -1.63 -2.07 4.62
O -1.21 0.31 -2.85
H -0.09 -3.22 -2.09
O -2.14 -1.35 5.00
O -2.24 4.04 2.69
O -0.54 -2.86 -1.32
H 2.55 -0.74 -1.41
H 2.63 0.57 -1.99
H 0.62 -5.43 2.06
O -2.09 1.01 -0.74
H -1.30 3.89 2.56
O 3.45 -1.86 1.82
H -0.70 4.83 -0.56
H 3.45 3.26 2.16
O 0.39 1.96 -0.24
O -1.63 4.60 -0.39
H 0.45 -0.67 -2.52
*
```

Properties
- HOMO: -0.275 hartree
- Energy: -1528.22952 Eh

Which charges does natural (NBO) predict for the atoms? In e, they are:
1 H 0.4684
2 H 0.4596
3 O -0.9621
4 H 0.4657
5 H 0.4854
6 H 0.4739
7 O -0.9267
8 H 0.4688
9 H 0.4658
10 O -1.0002
11 O -1.0502
12 H 0.4642
13 H 0.4712
14 O -0.9619
15 H 0.4849
16 O -0.9787
17 H 0.5167
18 H 0.5037
19 H 0.4906
20 O -0.9415
21 H 0.4663
22 H 0.4950
23 O -0.9840
24 O -0.9706
25 H 0.4715
26 H 0.4876
27 H 0.4712
28 H 0.4805
29 H 0.4876
30 H 0.5042
31 O -0.9499
32 H 0.4823
33 H 0.4551
34 O -0.9583
35 H 0.4641
36 H 0.4661
37 H 0.5020
38 H 0.4868
39 H 0.4859
40 H 0.4834
41 H 0.4651
42 O -0.9307
43 H 0.4659
44 O -1.1572
45 H 0.4928
46 O -0.9396
47 O -0.9720
48 O -0.9604
49 H 0.4700
50 H 0.4833
51 H 0.4765
52 O -1.1440
53 H 0.4705
54 O -0.9641
55 H 0.4650
56 H 0.4610
57 O -0.9690
58 O -0.9352
59 H 0.4978